1.
66
Properties=species:S:1:pos:R:3:mulliken_spin:R:1 method="wB97M-V/def2-TZVPD" de_lowest_kcal_mol=5.8 multiplicity=2 e_homo_ev="-8.4 / -8.4" s_squared=0.7509 lumo_energy_ev="-1.119 / -1.122" homo_lumo_gap_ha="0.2669 / 0.2670"
O -3.64898 -5.04990 -0.55465 0.000
C -3.99908 -5.68364 0.74405 0.000
C -4.77520 -6.88207 0.20504 0.000
H -4.62939 -5.01914 1.34817 0.000
H -3.10869 -5.98645 1.30778 0.000
C -4.39454 -6.19582 -1.18339 0.000
H -5.85919 -6.90531 0.42789 0.000
H -4.29738 -7.86837 0.32635 0.000
C -5.64918 -5.67701 -1.91743 0.000
H -6.26940 -5.10291 -1.19694 0.000
H -6.26583 -6.53918 -2.26344 0.000
H -5.29247 -5.08844 -2.79114 0.000
C -3.49076 -7.10666 -2.05415 0.000
H -2.63576 -7.47139 -1.44153 0.000
H -3.19004 -6.51034 -2.94756 0.000
H -4.08366 -7.99570 -2.37803 0.000
Yb 0.30407 -0.11242 -0.35419 1.011
C 2.72916 -0.63253 -0.41069 0.002
C 2.47668 -0.50200 0.99115 -0.002
C 1.69440 -1.62139 1.40088 -0.004
H 2.88228 0.27746 1.63968 0.000
C 1.44779 -2.44166 0.25836 0.000
C 2.09136 -1.83530 -0.86510 0.003
H 2.08580 -2.20562 -1.88773 0.000
H 3.32573 0.03789 -1.01832 0.000
H 1.38139 -1.84015 2.42531 0.000
H 0.93274 -3.40051 0.24750 0.000
C -0.50161 1.83291 -2.06039 -0.003
C -0.23637 0.62769 -2.78408 0.000
C -1.30774 -0.27635 -2.52110 -0.003
H 0.59091 0.46782 -3.47316 0.000
C -2.19683 0.35619 -1.60447 0.000
C -1.70920 1.65937 -1.32223 -0.002
H -2.20691 2.42274 -0.72085 0.000
H 0.07032 2.74217 -2.14254 0.000
H -1.46702 -1.22831 -3.02537 0.000
H -3.14376 -0.04568 -1.24436 0.000
O -3.84376 -1.88786 0.98918 0.000
C -2.52196 -2.20218 0.18072 -0.001
C -2.03120 -3.45112 0.93768 0.000
H -1.76189 -1.40684 0.46111 0.001
H -2.55279 -2.25938 -0.91469 0.000
C -2.70406 -3.35751 2.28737 0.000
H -0.95766 -3.58555 1.07038 0.000
H -2.40089 -4.30278 0.36144 0.000
C -3.10867 -1.87378 2.30635 0.000
H -2.18945 -3.77437 3.15293 0.000
H -3.64116 -3.92589 2.29442 0.000
H -2.20560 -1.24231 2.21117 0.000
H -3.65452 -1.44743 3.12584 0.000
O 1.21812 1.96378 0.02560 -0.001
C 0.57856 2.11892 1.13786 0.000
O -0.21813 1.23093 1.60193 -0.002
C 0.79175 3.39017 1.86800 0.000
C 0.56604 3.55191 3.24861 0.001
C 0.94162 4.73233 3.88543 0.000
C 1.56220 5.74923 3.10747 0.000
C 1.77071 5.60527 1.72240 0.000
C 1.38860 4.42266 1.11272 0.001
N 1.91710 6.98044 3.72972 0.000
O 1.70483 7.13793 4.95609 0.000
O 2.38901 7.87581 2.98940 0.000
H 0.10878 2.71632 3.79574 0.000
H 0.74943 4.86872 4.95033 0.000
H 2.20682 6.41432 1.12618 0.000
H 1.57821 4.26102 0.05506 0.000



2.
27
Properties=species:S:1:pos:R:3:lowdin_charge:R:1 method="wB97M-V/def2-TZVPD" de_lowest_kcal_mol=105.7 charge=+1 e_homo_ev=-10.8 lumo_energy_ev=-3.228 homo_lumo_gap_ha=0.2781
C -0.81642 0.24548 1.40944 -0.083
C -0.38519 0.10519 -0.84263 -0.161
C 1.36200 -0.87397 1.34003 -0.153
C 1.75802 0.09617 -1.66783 0.027
C 3.52790 -1.68100 1.84507 -0.010
C -3.25778 1.85314 -1.66994 -0.074
C -2.68701 0.07129 -0.23836 -0.202
N -1.29973 0.13138 0.10134 -0.034
N 0.41626 -0.14156 1.80755 0.082
O 0.84062 0.45725 -0.59261 -0.112
O 2.34534 -0.92514 2.25476 -0.088
O -3.08635 1.35845 -0.36506 -0.154
H -1.34441 1.06562 1.97040 0.159
H -0.62343 -0.48197 -1.75444 0.173
H 1.42665 -1.65972 0.56006 0.172
H 2.63407 0.69742 -1.41708 0.120
H 1.26992 0.26827 -2.67301 0.128
H 1.79887 -0.93230 -1.53369 0.063
H 3.26029 -2.69951 1.68387 0.085
H 4.26881 -1.70915 2.68584 0.118
H 3.93381 -1.06931 1.04310 0.095
H -4.11184 1.21834 -2.12360 0.128
H -2.22906 1.89179 -2.24924 0.123
H -3.60376 2.86203 -1.52972 0.083
H -3.26112 -0.31249 0.62484 0.166
H -2.74767 -0.48620 -1.13933 0.132
H 0.61119 0.65050 2.47027 0.217



3.
80
Properties=species:S:1:pos:R:3:lowdin_charge:R:1 method="wB97M-V/def2-TZVPD" de_lowest_kcal_mol=0.0 e_homo_ev=-7.5 lumo_energy_ev=0.280 homo_lumo_gap_ha=0.2871
Pt -1.20436 -0.06248 -1.51456 0.623
O 0.99228 0.29397 -2.19031 -0.432
P 2.04912 0.29029 -1.13054 0.728
C 1.35277 0.25885 0.53919 -0.290
P 0.38571 -1.26931 0.81380 0.729
O -0.10037 -1.90360 -0.45816 -0.419
C -0.84840 -0.83360 2.04845 -0.286
C -1.20409 -1.76641 3.02184 -0.082
C -2.23412 -1.48691 3.90676 -0.076
C -2.91404 -0.27936 3.82203 -0.065
C -2.56489 0.65436 2.85602 -0.059
C -1.53337 0.37898 1.97344 -0.092
C 1.55395 -2.38075 1.62520 -0.294
C 2.19438 -2.03161 2.81380 -0.089
C 3.12306 -2.88862 3.37928 -0.076
C 3.41317 -4.10006 2.76064 -0.077
C 2.77301 -4.45283 1.58325 -0.072
C 1.84319 -3.59354 1.01250 -0.067
C 3.07624 1.76528 -1.21414 -0.270
C 3.82128 2.24930 -0.14149 -0.085
C 4.59302 3.39110 -0.29083 -0.075
C 4.62013 4.05478 -1.50943 -0.074
C 3.87338 3.58084 -2.57856 -0.067
C 3.10047 2.43929 -2.43317 -0.068
C 3.12060 -1.14918 -1.25789 -0.273
C 2.73498 -2.16446 -2.12696 -0.067
C 3.50786 -3.31278 -2.22721 -0.069
C 4.65194 -3.45012 -1.45517 -0.081
C 5.03471 -2.43919 -0.58187 -0.077
C 4.27246 -1.28739 -0.48605 -0.072
H 0.71261 1.13887 0.62027 0.054
H 2.13889 0.31598 1.29569 0.065
H -0.68705 -2.71622 3.08130 0.111
H -2.51259 -2.21704 4.65531 0.106
H -3.72677 -0.06908 4.50554 0.108
H -3.11270 1.58349 2.76263 0.111
H -1.31074 1.08799 1.18563 0.072
H 1.95462 -1.09602 3.30825 0.113
H 3.61661 -2.61843 4.30375 0.105
H 4.13898 -4.77016 3.20338 0.104
H 2.99907 -5.39625 1.10349 0.108
H 1.33936 -3.84714 0.08866 0.108
H 3.79771 1.75084 0.82007 0.096
H 5.16609 3.76730 0.54633 0.106
H 5.21849 4.94940 -1.62258 0.106
H 3.88560 4.10564 -3.52460 0.108
H 2.49587 2.07184 -3.25294 0.111
H 1.82714 -2.04717 -2.70437 0.112
H 3.21204 -4.10221 -2.90588 0.108
H 5.25102 -4.34858 -1.53285 0.106
H 5.92693 -2.54902 0.02050 0.107
H 4.58191 -0.49561 0.18674 0.102
C -4.36261 -1.05308 -2.52998 -0.215
Si -3.37650 -0.54796 -0.99956 0.367
C -3.58586 -1.97172 0.22280 -0.198
C -4.19415 0.99644 -0.27207 -0.315
C -5.31339 1.01813 0.56062 -0.104
C -5.79790 2.21593 1.06869 -0.105
C -5.17060 3.41188 0.73865 -0.103
C -4.06689 3.40432 -0.10434 -0.099
C -3.56532 2.20543 -0.61452 -0.310
Si -2.05700 2.02965 -1.75190 0.358
C -2.56250 2.60118 -3.47477 -0.211
C -0.74121 3.26144 -1.15765 -0.213
H -5.40214 -1.26998 -2.26708 0.026
H -3.93492 -1.94710 -2.99032 0.021
H -4.36109 -0.25940 -3.27922 0.009
H -4.63176 -2.29224 0.25116 0.028
H -3.29248 -1.69396 1.23640 -0.001
H -2.98031 -2.82862 -0.08176 0.025
H -5.80544 0.08930 0.83366 0.100
H -6.66094 2.22102 1.72426 0.095
H -5.54413 4.34730 1.13835 0.095
H -3.58874 4.34654 -0.35564 0.097
H -2.92441 3.63316 -3.44877 0.026
H -3.36111 1.97456 -3.87571 0.012
H -1.71778 2.55065 -4.16579 0.021
H -1.08418 4.29553 -1.25829 0.024
H 0.17318 3.15337 -1.74676 0.006
H -0.48694 3.10499 -0.10460 0.011



4.
39
Properties=species:S:1:pos:R:3:lowdin_charge:R:1 method="wB97M-V/def2-TZVPD" charge=-1 e_homo_ev=-3.7 lumo_energy_ev=1.130 homo_lumo_gap_ha=0.1760
C 3.88635 2.00899 -2.88437 -0.057
C 3.39373 0.73315 -2.26260 -0.277
C 2.25543 0.11355 -2.78077 -0.039
C 1.76314 -1.06053 -2.22185 -0.049
C 2.38961 -1.60311 -1.10197 -0.285
S 1.73564 -3.10166 -0.38398 0.714
N 0.15936 -2.54351 0.39735 -0.006
C -0.20954 -3.05816 1.45831 -0.485
O -0.37140 -3.59956 2.49693 0.107
O 1.32018 -3.98512 -1.43818 -0.305
O 2.60281 -3.52661 0.68228 -0.317
C 3.55866 -1.02749 -0.59902 -0.046
C 4.04630 0.14445 -1.17614 -0.037
H 4.77935 2.37566 -2.37103 0.073
H 4.13027 1.86008 -3.94357 0.082
H 3.11594 2.78899 -2.84088 0.085
H 1.74736 0.55593 -3.63591 0.117
H 0.88813 -1.55243 -2.63798 0.120
H 4.06997 -1.49301 0.24047 0.112
H 4.94567 0.61428 -0.77698 0.111
O -2.90391 4.83616 0.10250 0.039
N -2.02961 4.17212 0.70692 -0.322
O -0.90818 4.64232 1.00964 0.039
C -2.32086 2.82216 1.06844 -0.166
C -1.35149 2.04900 1.73279 0.016
C -1.63758 0.73023 2.08290 -0.025
C -2.88821 0.17629 1.76849 -0.239
S -3.27883 -1.52991 2.22532 0.574
C -2.45607 -2.47588 0.99774 -0.868
Cl -3.05524 -4.04095 0.76445 0.578
O -2.62099 -1.75556 3.49015 -0.341
O -4.71281 -1.63247 2.12238 -0.369
C -3.85983 0.95805 1.12488 -0.034
C -3.57738 2.27214 0.76262 0.010
H -0.38992 2.49778 1.96486 0.116
H -0.88725 0.13851 2.60580 0.122
H -2.17359 -1.93106 0.09712 0.023
H -4.84099 0.54430 0.90454 0.114
H -4.31422 2.88289 0.24838 0.115



5.
23
Properties=species:S:1:pos:R:3:lowdin_charge:R:1 method="wB97M-V/def2-TZVPD" de_lowest_kcal_mol=21.5 charge=-1 e_homo_ev=-5.0 lumo_energy_ev=3.452 homo_lumo_gap_ha=0.3113
C 1.67454 -0.90055 -0.13346 -0.196
C 1.21318 -1.08025 1.35256 -0.200
C 1.10155 0.36098 -0.78510 -0.247
C -0.25237 -0.89833 1.41194 -0.256
C -0.34836 0.69957 -0.60522 -0.233
C -0.79760 0.41045 0.93316 -0.225
N -3.74272 1.18522 -0.28018 -0.245
O -6.25906 0.05872 -0.75915 -0.465
O -4.22699 -1.29495 0.22151 -0.449
P -4.85997 0.04015 -0.13041 0.354
H 2.70919 -0.87220 -0.15370 0.073
H 1.30157 -1.72275 -0.64751 0.083
H 1.59970 -1.97355 1.74186 0.082
H 1.62533 -0.28581 1.97997 0.110
H 1.74145 1.12296 -0.30900 0.103
H 1.42923 0.37592 -1.87044 0.113
H -0.80845 -1.59101 0.87066 0.095
H -0.60829 -1.01222 2.47031 0.122
H -0.64020 1.67313 -0.97370 0.085
H -1.07128 -0.03584 -1.14270 0.126
H -0.61133 1.53419 1.35753 0.129
H -3.96053 2.04428 -0.79281 -0.046
H -1.97218 0.71279 0.74968 0.088



6.
17
Properties=species:S:1:pos:R:3:lowdin_charge:R:1 method="wB97M-V/def2-TZVPD" de_lowest_kcal_mol=47.2 e_homo_ev=-9.4 lumo_energy_ev=1.142 homo_lumo_gap_ha=0.3892
C -1.62399 -0.35206 0.10052 -0.089
C -1.23328 0.82647 -0.75264 -0.085
C -0.17830 0.03092 -0.03397 -0.480
C 0.78244 -0.83396 -0.78989 -0.128
C 0.81717 -2.16133 -0.73889 0.020
C 1.10923 1.83059 1.13430 0.019
C 0.54129 0.62923 1.13644 -0.130
H -1.96920 -1.24994 -0.40580 0.101
H -2.11550 -0.15123 1.04930 0.106
H -1.31863 0.71624 -1.83060 0.106
H -1.45880 1.82187 -0.37821 0.102
H 0.06252 -2.72683 -0.19668 0.061
H 1.57064 -0.28948 -1.31238 0.112
H 1.61290 -2.72461 -1.21841 0.053
H 1.01048 2.49852 0.28085 0.065
H 1.70722 2.17801 1.97204 0.054
H 0.68381 -0.04241 1.98402 0.112